1.
{
  "formula": "C27H44BrMnNP2S",
  "method": "the ωB97M-V functional and the def2-TZVPD basis",
  "largest_force_ha_per_bohr": 0.0997,
  "de_lowest_kj_mol": 622.3,
  "total_charge": 2,
  "multiplicity": 6,
  "lumo_ev": [-8.309, -9.369],
  "elements": ["C", "C", "C", "C", "N", "C", "C", "C", "C", "C", "C", "C", "C", "C", "Mn", "P", "H", "H", "H", "H", "H", "H", "H", "H", "C", "C", "H", "H", "H", "H", "H", "C", "C", "H", "H", "H", "H", "H", "C", "C", "H", "H", "H", "H", "H", "Br", "P", "C", "C", "H", "H", "H", "H", "H", "C", "C", "H", "H", "H", "H", "H", "C", "C", "H", "H", "H", "H", "H", "C", "S", "C", "H", "H", "H", "H", "H", "H"],
  "xyz": [[0.185, -8.639, -3.050], [0.848, -7.556, -2.471], [2.240, -7.703, -2.283], [2.884, -8.882, -2.632], [2.226, -9.912, -3.162], [0.912, -9.797, -3.374], [0.272, -6.332, -1.978], [0.827, -5.484, -1.159], [1.342, -4.255, -0.658], [2.152, -3.392, -1.469], [2.998, -2.501, -0.858], [2.860, -2.173, 0.577], [2.107, -3.185, 1.370], [1.267, -4.046, 0.745], [-0.629, -4.519, -1.811], [1.290, 0.756, -2.443], [2.816, -6.901, -1.827], [-0.888, -8.604, -3.213], [3.961, -8.972, -2.465], [0.414, -10.667, -3.814], [0.537, -4.656, 1.299], [2.114, -3.471, -2.563], [2.206, -3.170, 2.466], [3.754, -1.965, -1.445], [1.237, 2.382, -1.542], [2.303, 3.425, -1.853], [1.282, 2.117, -0.473], [0.233, 2.795, -1.722], [2.036, 4.358, -1.339], [3.293, 3.128, -1.482], [2.373, 3.654, -2.924], [3.061, 0.607, -2.929], [3.304, -0.332, -4.111], [3.590, 0.223, -2.040], [3.460, 1.611, -3.132], [4.323, -0.731, -4.049], [2.617, -1.186, -4.107], [3.215, 0.176, -5.079], [0.453, 1.130, -4.043], [1.049, 2.244, -4.890], [-0.593, 1.354, -3.787], [0.442, 0.178, -4.594], [0.592, 2.209, -5.886], [0.829, 3.233, -4.472], [2.132, 2.146, -5.027], [1.623, -0.685, 0.651], [4.850, -0.221, 2.258], [4.642, 0.600, 0.625], [5.826, 1.537, 0.381], [3.695, 1.157, 0.625], [4.577, -0.165, -0.160], [5.913, 1.767, -0.686], [5.684, 2.469, 0.941], [6.772, 1.084, 0.700], [3.411, -0.010, 3.365], [3.933, -0.034, 4.804], [2.680, -0.810, 3.197], [2.927, 0.944, 3.120], [3.205, 0.441, 5.463], [4.093, -1.059, 5.152], [4.886, 0.501, 4.877], [4.853, -1.980, 1.972], [6.206, -2.589, 1.632], [3.982, -2.000, 1.077], [4.413, -2.507, 2.834], [6.123, -3.679, 1.495], [6.656, -2.169, 0.719], [6.892, -2.427, 2.481], [-2.976, -1.485, -2.170], [-1.965, -1.272, -0.695], [-1.883, 0.525, -0.724], [-2.930, -2.556, -2.417], [-2.560, -0.910, -3.008], [-4.018, -1.205, -1.963], [-2.682, 0.941, -1.350], [-2.015, 0.882, 0.304], [-0.897, 0.847, -1.094]],
  "mulliken_spin": [-0.003, -0.017, -0.009, -0.003, 0.010, -0.004, -0.320, 0.176, -0.269, 0.074, -0.136, 0.188, -0.130, 0.070, 4.185, 0.006, 0.004, 0.002, -0.001, 0.000, -0.001, -0.010, 0.014, 0.000, 0.002, 0.002, -0.002, -0.001, 0.000, 0.000, 0.000, -0.006, 0.001, 0.008, 0.000, 0.000, 0.000, 0.000, 0.000, 0.001, 0.000, 0.000, 0.000, 0.000, 0.000, -0.036, 0.578, 0.080, 0.034, 0.006, -0.009, 0.000, 0.002, -0.012, 0.049, 0.022, 0.019, 0.003, 0.002, -0.001, -0.006, 0.389, 0.009, 0.040, -0.020, 0.002, 0.003, 0.014, 0.002, -0.001, 0.002, 0.003, 0.000, 0.000, 0.000, 0.000, 0.000]
}

---

2.
{
  "formula": "C6H14O4",
  "method": "the ωB97M-V functional and the def2-TZVPD basis",
  "largest_force_ha_per_bohr": 0.0806,
  "de_lowest_kj_mol": 283.8,
  "smiles": "C/C=C/CCC(=O)O.O.O",
  "multiplicity": 1,
  "lumo_ev": 0.593,
  "elements": ["O", "C", "O", "C", "C", "C", "C", "C", "H", "H", "H", "H", "H", "H", "H", "H", "H", "H", "H", "H", "O", "H", "H", "O"],
  "xyz": [[2.034, 2.164, 1.805], [2.196, 1.228, 1.043], [2.257, -0.001, 1.658], [2.208, 1.036, -0.417], [1.605, -0.302, -0.901], [0.100, -0.026, -1.141], [-0.549, -0.616, -2.137], [-1.897, -0.281, -2.588], [2.434, 0.174, 2.525], [3.329, 1.196, -0.770], [1.789, 1.806, -0.971], [1.822, -1.078, -0.167], [2.177, -0.840, -1.563], [-0.441, 0.580, -0.320], [-0.054, -1.453, -2.607], [-1.984, 0.074, -3.724], [-2.392, 0.487, -1.943], [-2.524, -1.175, -2.535], [-3.948, -0.548, 2.473], [-2.567, -0.014, 3.023], [-3.417, 0.276, 2.533], [-1.091, -0.278, 2.363], [-0.219, -1.223, 1.799], [-0.871, -1.186, 2.560]],
  "lowdin_charge": [0.099, -0.482, 0.079, -0.106, -0.177, -0.101, -0.208, -0.130, 0.067, 0.178, 0.092, 0.102, 0.083, 0.147, 0.107, 0.120, 0.083, 0.064, 0.051, 0.047, -0.105, -0.003, 0.062, -0.069]
}

---

3.
{
  "formula": "C3H9N5",
  "method": "the ωB97M-V functional and the def2-TZVPD basis",
  "largest_force_ha_per_bohr": 0.0457,
  "de_lowest_kj_mol": 261.8,
  "smiles": "N/N=C1/NCCNN1",
  "multiplicity": 1,
  "lumo_ev": 1.061,
  "elements": ["C", "C", "C", "H", "H", "H", "H", "H", "H", "H", "H", "H", "N", "N", "N", "N", "N"],
  "xyz": [[0.382, -0.743, 0.276], [-1.747, 0.021, -0.649], [-0.961, 1.228, -1.212], [1.794, -1.286, 2.709], [2.775, -1.754, 1.533], [-1.157, -1.943, -0.109], [-2.392, -0.361, -1.418], [-2.268, 0.280, 0.253], [-0.461, 1.033, -2.134], [-1.499, 2.191, -1.364], [0.628, 2.364, -0.679], [1.616, 0.671, 0.725], [2.052, -1.084, 1.740], [0.926, -1.627, 0.999], [-0.795, -1.054, -0.387], [0.107, 1.617, -0.202], [1.000, 0.447, -0.083]],
  "lowdin_charge": [-0.485, -0.171, -0.181, 0.073, 0.061, 0.117, 0.106, 0.105, 0.094, 0.119, 0.103, 0.111, -0.038, -0.016, 0.034, -0.057, 0.023]
}

---

4.
{
  "formula": "C8H17Br2N2O2RhS3",
  "method": "the ωB97M-V functional and the def2-TZVPD basis",
  "largest_force_ha_per_bohr": 0.0104,
  "total_charge": 2,
  "multiplicity": 5,
  "lumo_ev": [-6.091, -8.559],
  "elements": ["Rh", "N", "N", "C", "O", "O", "H", "H", "H", "Br", "C", "Br", "H", "H", "C", "C", "S", "C", "C", "S", "C", "C", "S", "H", "H", "H", "H", "H", "H", "H", "H", "H", "H", "H", "H"],
  "xyz": [[-0.127, -0.984, -1.155], [-0.047, -3.174, -0.396], [0.374, -3.192, 0.949], [0.341, -2.019, 1.665], [0.895, -1.891, 2.733], [-0.365, -1.080, 1.055], [-0.983, -3.573, -0.464], [0.578, -3.756, -0.946], [0.951, -3.953, 1.276], [2.112, -2.030, -2.735], [0.924, -2.064, -4.251], [-0.851, -1.485, -3.707], [0.847, -3.077, -4.626], [1.286, -1.365, -4.994], [-1.681, 1.618, 1.892], [-2.564, 0.984, 0.822], [-1.953, 0.805, -0.880], [-0.977, 2.286, -1.249], [0.419, 2.444, -0.636], [1.426, 0.929, -0.558], [1.970, 0.783, 1.177], [1.127, 1.297, 2.340], [-0.471, 0.548, 2.704], [-2.342, 1.896, 2.717], [-1.203, 2.534, 1.556], [-3.465, 1.592, 0.736], [-2.878, -0.020, 1.108], [-1.586, 3.159, -1.006], [-0.905, 2.263, -2.337], [0.380, 2.860, 0.365], [0.980, 3.153, -1.244], [2.918, 1.320, 1.226], [2.190, -0.274, 1.311], [0.971, 2.375, 2.306], [1.707, 1.091, 3.243]],
  "mulliken_spin": [2.370, 0.116, 0.000, -0.008, 0.034, 0.264, -0.003, -0.005, 0.004, 0.063, -0.007, 0.083, 0.000, 0.000, -0.014, 0.020, 0.130, -0.002, 0.004, 0.160, 0.029, -0.027, 0.734, 0.018, 0.008, 0.001, 0.000, 0.005, -0.003, -0.001, 0.004, 0.003, 0.004, 0.006, 0.007]
}

---

Which total energy belongs to each record? In order, -5914.9408 -537.9009 -393.4138 -7027.4980 hartree.